The following is a DFT calculation (wB97M-V/def2-TZVPD) of a 18-piece molecular cluster, C56H158N10O18 overall.

Calculated values
gap between HOMO and LUMO: 0.3228 hartree
F_max: 3.11 eV/A
relative energy (zero: lowest compared OMol25 entry of this formula, charge and spin): 0.000 eV
LUMO level: 0.009 Eh

Positions of all 242 atoms, in Å:
C 7.80599 11.68115 -11.61298
C 8.35298 10.27411 -11.40247
O 9.17000 9.96194 -12.45314
H 7.47254 11.87719 -12.63204
H 8.51600 12.44875 -11.30511
H 6.90911 11.81812 -11.00888
H 7.50296 9.59228 -11.42844
H 8.94897 10.16401 -10.49651
H 8.66414 9.49744 -13.12392
C 7.04459 10.60365 -18.01316
C 8.52534 10.91994 -17.76666
O 8.76765 10.70152 -16.43524
H 6.86416 10.79490 -19.07097
H 6.46917 11.33218 -17.44197
H 6.77211 9.58546 -17.73541
H 8.82352 11.89489 -18.15221
H 9.18776 10.22227 -18.27907
H 9.72073 10.72182 -16.32198
C 6.90091 12.68624 -6.82123
C 6.39381 11.68740 -7.87457
O 5.01345 11.44838 -7.63556
H 6.83603 12.30061 -5.80379
H 6.32361 13.60024 -6.96064
H 7.96196 12.89565 -6.95694
H 7.01376 10.79721 -7.98102
H 6.42476 12.11910 -8.87496
H 4.52098 12.09702 -8.14382
C 3.02356 4.66215 -12.83500
C 2.01635 3.69079 -12.14409
O 2.72076 2.59313 -11.55485
H 3.62394 5.17051 -12.08054
H 2.54942 5.44729 -13.42395
H 3.72321 4.10878 -13.46139
H 1.37602 3.20112 -12.87779
H 1.40652 4.23148 -11.42031
H 3.31874 2.99014 -10.91735
C 6.63619 7.39934 -13.46733
C 7.14621 7.83057 -14.84919
O 8.10266 8.84116 -14.59244
H 6.00952 8.19735 -13.06912
H 7.47398 7.17288 -12.80785
H 5.95471 6.54864 -13.46656
H 6.34146 8.17150 -15.50053
H 7.65587 7.01392 -15.36051
H 8.28314 9.35052 -15.38590
C 4.07997 11.85747 -19.34068
C 4.15226 13.07996 -18.43162
O 3.24012 12.90685 -17.32204
H 4.24409 11.01011 -18.67499
H 4.86201 11.85655 -20.09996
H 3.07594 11.87992 -19.76439
H 3.81108 13.97186 -18.95718
H 5.13057 13.28692 -17.99783
H 2.86234 13.76955 -17.13593
C -1.19417 13.23165 -13.92875
C -0.22401 12.74182 -14.97460
O -0.67956 13.13954 -16.22209
H -2.16474 12.77070 -14.11209
H -1.33838 14.31139 -13.96704
H -0.75043 13.02801 -12.95421
H -0.07563 11.66374 -14.91285
H 0.77534 13.15019 -14.82414
H -0.26447 12.55556 -16.86105
C 5.09029 15.92001 -11.98367
C 5.96559 14.78958 -11.46248
O 5.90329 14.78092 -10.05134
H 5.42432 16.88548 -11.60366
H 4.04425 15.90023 -11.67787
H 5.10854 15.83191 -13.06995
H 6.98884 14.96696 -11.79353
H 5.62701 13.83734 -11.87078
H 6.51804 15.44631 -9.73363
C 1.10553 9.52790 -19.29079
C 0.64177 10.13703 -17.99554
C 1.56423 9.73986 -16.84095
O 1.63796 8.35677 -16.65812
C 2.75752 7.90208 -15.93522
N 0.56198 11.53362 -18.15248
H 2.06580 9.90315 -19.64458
H 0.40797 9.69500 -20.11152
H 1.15255 8.44369 -19.18895
H -0.39079 9.81961 -17.85000
H 1.33955 10.20342 -15.88036
H 2.53455 10.18521 -17.06059
H 2.67475 6.84693 -15.67460
H 2.76786 8.47264 -15.00654
H 3.69245 8.16010 -16.43264
H 0.17369 11.77329 -19.05353
H 1.54065 11.77237 -18.22536
C 3.58418 17.20629 -16.70092
C 3.10392 15.99006 -15.84169
C 2.50792 16.37610 -14.45607
O 2.23679 15.21775 -13.68553
C 1.30653 15.48868 -12.62312
N 2.02794 15.31371 -16.50030
H 4.16608 16.80932 -17.53273
H 4.19214 17.93514 -16.16495
H 2.67993 17.73816 -16.99678
H 3.97759 15.34883 -15.72493
H 1.71787 17.11705 -14.57818
H 3.32114 16.83464 -13.89347
H 1.04335 14.59230 -12.06156
H 0.35612 15.86924 -12.99728
H 1.78385 16.20161 -11.95082
H 1.40012 14.83627 -15.86943
H 1.49556 16.08107 -16.88478
C 3.11467 7.60955 -21.86114
C 4.20536 8.52710 -21.28544
C 5.54774 7.84021 -20.98699
O 5.35371 6.60939 -20.21394
C 4.91184 6.80115 -18.85752
N 4.53047 9.52799 -22.32761
H 3.49076 6.92754 -22.62371
H 2.35097 8.23259 -22.32662
H 2.61223 7.05605 -21.06786
H 3.85157 9.03753 -20.38968
H 6.23233 8.49177 -20.44394
H 6.13047 7.57066 -21.86783
H 4.93895 5.84478 -18.33528
H 3.86885 7.11627 -18.82625
H 5.53338 7.51777 -18.32063
H 4.96126 9.10318 -23.13635
H 5.21490 10.13175 -21.89503
C 1.26171 6.47855 -8.50999
C 1.71033 7.68399 -7.69360
C 0.53758 8.65804 -7.25295
O 1.02935 9.82839 -6.47501
C 2.03768 10.55000 -7.18984
N 2.28911 7.07019 -6.56944
H 2.14139 5.92724 -8.84213
H 0.75797 6.80303 -9.42052
H 0.69360 5.69797 -8.00398
H 2.45161 8.23532 -8.27208
H -0.29487 8.13893 -6.77791
H 0.09502 9.02536 -8.17887
H 1.53715 10.80737 -8.12329
H 2.95798 9.98512 -7.33831
H 2.35926 11.52400 -6.82103
H 2.38326 7.78043 -5.85754
H 1.59753 6.51658 -6.08432
C 1.33001 14.04797 -8.50894
C 2.77585 14.43874 -8.41607
C 3.19780 14.59613 -6.91527
O 2.35401 15.46089 -6.21090
C 2.32082 15.47892 -4.82068
N 3.58573 13.45121 -9.15198
H 0.90141 14.06397 -9.51101
H 0.67512 14.76572 -8.01493
H 1.19260 13.10644 -7.97720
H 2.93201 15.30614 -9.05742
H 4.22171 14.93040 -6.74802
H 3.14427 13.58757 -6.50533
H 3.27881 15.77256 -4.39158
H 2.09538 14.48489 -4.43445
H 1.59647 16.20755 -4.45665
H 3.20521 13.36857 -10.08390
H 4.48261 13.90994 -9.22466
C 5.09576 6.89525 -10.04078
C 5.64552 6.60465 -8.62225
C 5.70994 7.90857 -7.77654
O 6.18321 7.61402 -6.46659
C 6.11307 8.75818 -5.61379
N 4.79335 5.65032 -7.93569
H 4.05334 7.21375 -10.03900
H 5.28301 6.10657 -10.76950
H 5.62428 7.71849 -10.52145
H 6.64050 6.16236 -8.67226
H 4.74485 8.40767 -7.68931
H 6.37446 8.57069 -8.33162
H 5.07068 9.07166 -5.55671
H 6.77913 9.54889 -5.95911
H 6.43716 8.54456 -4.59525
H 5.34883 5.50074 -7.10553
H 4.07819 6.26929 -7.58139
C 7.14025 14.96475 -16.64242
C 8.11781 14.60501 -15.48259
C 7.99854 15.66180 -14.37696
O 8.23156 17.02261 -14.80533
C 9.55141 17.18839 -15.32776
N 7.67049 13.35196 -14.92493
H 7.22445 15.95963 -17.07971
H 6.10150 14.97956 -16.31246
H 7.26097 14.30996 -17.50543
H 9.14967 14.47651 -15.80945
H 8.62540 15.42008 -13.51864
H 6.96489 15.72106 -14.03614
H 9.59649 16.86691 -16.36830
H 10.37954 16.80739 -14.73015
H 9.74007 18.26188 -15.33912
H 7.77064 12.66735 -15.66071
H 6.69357 13.34543 -14.66862
C 0.54944 7.29957 -12.94219
C -0.64058 8.20214 -13.38130
C -0.53200 9.69206 -12.94908
O -0.76821 9.81649 -11.54218
C -0.40773 11.08326 -10.97114
N -0.69747 8.10295 -14.84675
H 1.47051 7.64535 -13.41141
H 0.33365 6.28354 -13.27267
H 0.62677 7.31168 -11.85501
H -1.54377 7.75676 -12.96420
H -1.20445 10.22014 -13.62512
H 0.41276 10.12734 -13.27474
H -1.24194 11.73339 -11.23482
H 0.56627 11.38572 -11.35578
H -0.39270 11.00454 -9.88409
H 0.21299 8.23053 -15.26493
H -0.86743 7.11605 -14.97812
C 4.84156 10.93547 -14.66119
C 3.83953 11.85016 -14.01599
C 3.64101 11.68777 -12.54159
O 3.13565 10.38997 -12.21334
C 3.21756 10.12036 -10.84631
N 4.14376 13.25444 -14.31517
H 4.56963 9.88488 -14.76330
H 5.69888 10.97680 -13.98934
H 5.17293 11.19811 -15.66584
H 2.83924 11.61114 -14.37706
H 2.92835 12.41140 -12.14589
H 4.55585 11.85257 -11.97238
H 2.78505 10.92261 -10.24844
H 4.25321 9.91851 -10.57285
H 2.56158 9.26814 -10.66880
H 4.15608 13.25831 -15.32509
H 3.42523 13.86905 -13.96011
C 11.85854 12.45665 -12.21430
C 11.11764 13.17786 -13.33334
C 12.04077 13.83041 -14.35820
O 12.90039 14.76295 -13.76199
C 13.60769 15.55207 -14.70426
N 10.24870 12.20437 -13.99903
H 11.22289 11.84677 -11.57236
H 12.39263 13.17304 -11.59009
H 12.61992 11.84400 -12.69708
H 10.47800 13.94774 -12.90177
H 11.45869 14.27223 -15.16695
H 12.63525 13.03552 -14.80858
H 12.97038 16.04863 -15.43595
H 14.33314 14.96948 -15.27207
H 13.95509 16.44820 -14.19009
H 9.54102 12.74580 -14.47459
H 9.83685 11.55055 -13.34865

Cartesian forces, eV/Å:
C -0.58 0.28 0.94
C -1.06 0.74 -0.10
O 1.85 -0.55 -0.71
H 0.37 -0.22 -0.18
H 0.10 0.09 -0.18
H -0.07 0.11 0.31
H -0.16 -0.28 0.63
H -0.38 0.09 0.33
H -0.08 -0.22 -0.63
C 0.95 0.94 -0.45
C -0.56 -1.41 -1.73
O 0.45 0.48 1.75
H -0.33 -0.24 -0.03
H -0.23 -0.14 0.05
H 0.10 0.07 -0.02
H -0.28 0.50 0.35
H -0.24 -0.20 -0.77
H 0.30 0.19 0.74
C 0.50 -0.53 -0.68
C -0.39 1.14 -0.15
O 0.55 -1.36 0.66
H -0.47 -0.02 -0.04
H 0.08 0.08 0.37
H 0.09 0.21 -0.24
H -0.37 -0.39 0.57
H 0.49 0.44 -0.07
H -0.58 0.35 -0.47
C -0.35 -0.40 0.46
C 1.01 0.00 -0.94
O -0.24 0.55 0.11
H -0.01 0.02 0.18
H -0.18 -0.13 -0.02
H -0.16 -0.12 -0.10
H -0.16 0.30 -0.04
H -0.08 -0.03 0.11
H 0.22 -0.17 0.27
C -0.57 0.10 -0.55
C 0.30 -0.65 0.84
O -0.36 -0.15 0.12
H 0.30 0.29 0.27
H -0.04 0.13 0.01
H 0.20 -0.29 -0.36
H -0.20 0.22 0.03
H -0.10 -0.29 -0.05
H 0.10 0.43 -0.35
C 0.18 0.75 1.00
C -0.62 0.39 0.54
O 0.84 -1.12 -0.64
H -0.24 -0.37 -0.27
H -0.19 0.11 -0.12
H 0.23 -0.47 -0.27
H 0.26 0.14 -0.29
H 0.32 -0.18 -0.32
H -0.73 0.78 0.12
C 0.45 0.06 0.09
C 0.27 0.36 0.32
O -0.71 0.56 -0.21
H 0.03 -0.13 0.43
H 0.08 0.09 -0.29
H -0.50 -0.27 0.18
H -0.32 -0.25 0.02
H 0.38 0.24 0.45
H 0.35 -0.39 -0.99
C -0.05 -0.13 -0.27
C -0.65 0.88 -0.31
O 0.53 -0.32 0.60
H 0.43 0.11 -0.40
H -0.05 -0.66 0.13
H -0.04 0.53 -0.08
H 0.09 -0.23 -0.05
H 0.05 -0.07 0.24
H 0.02 0.01 0.16
C 0.09 -1.32 -0.57
C -1.19 -1.98 -0.35
C 0.32 0.81 0.21
O -0.30 -1.09 -1.04
C -0.13 1.16 0.67
N 0.95 1.91 0.59
H 0.12 0.03 0.29
H -0.25 0.25 0.10
H 0.27 -0.13 -0.06
H 0.03 -0.62 0.52
H -0.65 0.27 0.15
H 0.59 -0.16 -0.32
H -0.10 0.05 -0.43
H 0.25 -0.07 0.49
H 0.17 -0.31 -0.34
H -0.31 -0.08 -0.11
H 0.28 1.16 0.14
C -0.69 -0.77 1.01
C -0.01 1.02 1.49
C 3.07 0.52 0.16
O -1.98 -0.09 -0.09
C 0.39 0.06 -0.21
N -0.22 -0.19 -1.72
H -0.27 0.26 -0.21
H 0.14 -0.29 0.23
H 0.11 0.12 -0.53
H -0.12 -0.21 0.33
H -0.54 -0.39 0.09
H 0.01 0.82 0.06
H 0.48 -0.27 -0.23
H 0.08 0.28 -0.18
H -0.25 0.19 0.21
H 0.03 -0.24 0.28
H -0.57 -0.33 -0.56
C 0.00 0.31 0.62
C 0.90 -0.43 -1.80
C -0.84 -1.64 1.67
O 0.38 0.64 0.18
C -0.07 -0.13 -0.97
N -0.58 0.73 0.94
H 0.15 -0.07 0.14
H 0.06 0.12 -0.01
H 0.17 -0.28 -0.08
H -0.06 0.09 -0.13
H -0.11 0.40 0.38
H -0.54 -0.33 -0.28
H 0.28 -0.06 -0.22
H -0.15 0.31 -0.02
H 0.14 0.16 0.03
H 0.05 -0.23 -0.02
H 0.25 0.42 -0.38
C 0.01 0.29 -1.54
C -2.40 -0.33 -0.02
C 1.60 0.98 -1.39
O -0.18 -1.40 0.21
C -0.78 -0.31 -0.95
N 1.32 0.29 2.62
H 0.27 0.17 -0.01
H -0.34 -0.17 -0.05
H -0.42 0.50 0.37
H 0.00 0.05 0.03
H 0.45 0.11 0.80
H -0.06 0.43 -0.28
H 0.54 -0.09 -0.72
H -0.08 -0.05 -0.13
H -0.51 -0.28 1.09
H 0.80 0.54 0.29
H -0.27 -0.73 -0.39
C -0.99 0.42 0.74
C -0.21 0.59 -0.58
C 0.17 -0.54 -0.16
O -1.21 1.02 -1.35
C 0.75 -0.57 0.39
N 0.27 -0.52 1.54
H 0.46 -0.59 -0.32
H 0.25 0.15 0.39
H -0.23 -0.21 -0.39
H -0.22 1.08 0.89
H 0.39 0.00 -0.49
H -0.03 -0.34 0.22
H 0.35 0.05 0.02
H -0.22 -0.14 0.20
H -0.18 -0.14 -0.39
H 0.03 -0.04 -0.14
H 0.40 -0.23 -0.57
C 0.89 0.59 0.07
C -0.53 0.72 -0.42
C 0.71 -0.58 -0.56
O 0.29 0.24 0.03
C -0.08 -0.38 -0.18
N 0.39 0.11 -0.06
H -0.18 -0.37 0.14
H -0.38 -0.49 0.42
H 0.23 0.41 0.25
H 0.20 0.24 -0.22
H -0.36 -0.05 -0.21
H 0.29 0.48 0.27
H -0.01 0.47 -0.09
H -0.23 0.24 -0.28
H 0.03 -0.63 -0.14
H -0.22 -0.67 0.56
H -0.97 -0.45 0.39
C 0.65 0.87 -0.47
C -1.98 0.97 -0.24
C -0.18 1.03 -0.50
O 1.04 -1.09 0.16
C -0.49 1.24 -0.17
N 0.45 -0.69 0.10
H 0.59 0.32 0.19
H -0.02 -0.56 0.32
H -0.10 -0.43 0.17
H 0.02 0.18 -0.18
H 0.26 -0.11 0.02
H -0.04 -0.41 0.00
H 0.20 -0.37 0.00
H -0.26 -0.70 0.22
H -0.18 0.14 -0.10
H 0.00 -0.56 0.14
H -0.37 0.35 0.11
C -0.96 0.80 0.57
C 1.63 0.03 0.08
C -0.20 -0.92 -0.28
O 0.58 -0.24 -0.39
C -0.97 -0.91 -0.69
N -0.95 0.08 0.35
H 0.06 0.03 0.18
H 0.10 -0.08 0.06
H 0.34 -0.11 0.09
H -0.21 0.31 -0.01
H -0.91 0.27 0.54
H 0.78 -0.22 0.50
H 0.41 0.72 0.01
H 0.03 0.37 -0.01
H 0.14 -0.28 -0.06
H 0.22 0.22 0.02
H -0.29 -0.16 -0.59
C 0.96 -0.49 0.56
C -1.66 0.28 -0.44
C 0.35 -0.93 1.21
O 0.08 0.54 -1.29
C -0.53 -0.25 0.11
N 1.06 -1.00 0.13
H -0.42 0.05 0.44
H 0.56 -0.23 -0.25
H -0.21 0.60 0.04
H -0.35 -0.15 -0.59
H -0.29 0.47 -0.21
H 0.51 0.01 0.00
H 0.26 0.34 0.18
H 0.04 -0.01 0.40
H 0.28 -0.31 0.07
H -0.18 0.51 -0.25
H -0.11 -0.01 -0.17
C 0.78 0.66 -0.30
C -0.61 -0.65 0.52
C 0.13 -0.86 0.21
O -0.02 0.82 -0.14
C -0.75 0.49 0.24
N 1.15 0.69 -1.07
H -0.13 0.01 -0.24
H 0.00 0.03 0.06
H -0.01 -0.38 0.19
H 0.06 0.50 0.27
H -0.25 0.30 -0.11
H 0.13 -0.31 -0.22
H -0.71 -0.46 -0.38
H 0.41 0.12 0.28
H 0.89 -0.52 0.30
H -0.43 -0.57 0.26
H -0.17 -0.04 0.02

Results of the Mulliken charge analysis, in e, for atoms 1 through 99: atom 1 (C): 1.27, atom 2 (C): 0.05, atom 3 (O): -0.54, atom 4 (H): -0.64, atom 5 (H): 0.42, atom 6 (H): -0.90, atom 7 (H): -0.52, atom 8 (H): 0.38, atom 9 (H): 0.44, atom 10 (C): 0.97, atom 11 (C): -0.96, atom 12 (O): -0.48, atom 13 (H): 0.30, atom 14 (H): -0.78, atom 15 (H): -0.29, atom 16 (H): 0.32, atom 17 (H): 0.53, atom 18 (H): 0.17, atom 19 (C): -1.35, atom 20 (C): 1.01, atom 21 (O): 0.21, atom 22 (H): 0.32, atom 23 (H): 0.13, atom 24 (H): 0.43, atom 25 (H): 0.31, atom 26 (H): -0.72, atom 27 (H): -0.04, atom 28 (C): 0.26, atom 29 (C): -0.36, atom 30 (O): -0.56, atom 31 (H): -0.23, atom 32 (H): -0.25, atom 33 (H): 0.40, atom 34 (H): 0.39, atom 35 (H): 0.16, atom 36 (H): 0.31, atom 37 (C): -0.88, atom 38 (C): 0.24, atom 39 (O): -0.51, atom 40 (H): -0.20, atom 41 (H): 0.45, atom 42 (H): 0.51, atom 43 (H): -0.24, atom 44 (H): 0.44, atom 45 (H): 0.19, atom 46 (C): -1.13, atom 47 (C): -0.01, atom 48 (O): -0.18, atom 49 (H): -0.16, atom 50 (H): 0.59, atom 51 (H): 0.65, atom 52 (H): 0.49, atom 53 (H): -0.26, atom 54 (H): 0.07, atom 55 (C): -1.31, atom 56 (C): 2.58, atom 57 (O): -0.72, atom 58 (H): 0.45, atom 59 (H): 0.40, atom 60 (H): -0.16, atom 61 (H): -0.89, atom 62 (H): -0.86, atom 63 (H): 0.60, atom 64 (C): 0.04, atom 65 (C): 0.72, atom 66 (O): -0.45, atom 67 (H): 0.53, atom 68 (H): -0.30, atom 69 (H): -0.59, atom 70 (H): 0.37, atom 71 (H): -0.56, atom 72 (H): 0.26, atom 73 (C): -1.56, atom 74 (C): 0.55, atom 75 (C): 1.39, atom 76 (O): -0.64, atom 77 (C): 0.17, atom 78 (N): -0.48, atom 79 (H): 0.09, atom 80 (H): 0.51, atom 81 (H): 0.37, atom 82 (H): 0.24, atom 83 (H): -0.78, atom 84 (H): -0.20, atom 85 (H): 0.46, atom 86 (H): -0.41, atom 87 (H): -0.03, atom 88 (H): 0.30, atom 89 (H): -0.24, atom 90 (C): -1.51, atom 91 (C): 3.62, atom 92 (C): -1.54, atom 93 (O): -0.34, atom 94 (C): -0.94, atom 95 (N): -0.57, atom 96 (H): 0.39, atom 97 (H): 0.32, atom 98 (H): 0.46, atom 99 (H): -2.87